{
  "formula": "CH6BN",
  "method": "ωB97M-V/def2-TZVPD",
  "symbols": ["B", "C", "N", "H", "H", "H", "H", "H", "H"],
  "xyz": [[1.1667, -0.1914, 0.5432], [-1.1134, 0.4210, -0.3148], [0.1676, -0.4058, -0.2732], [2.7353, -1.1594, 0.6742], [1.0083, 0.5297, 1.4225], [-0.9921, 1.2767, 0.4374], [-1.2160, 0.7174, -1.3592], [-1.9327, -0.1432, -0.0523], [0.1763, -1.0451, -1.0777]],
  "homo_ev": -9.30,
  "e_above_lowest_kj_mol": 313.12,
  "gap_ev": 10.066
}

---

{
  "formula": "CH6ClNOP4",
  "method": "ωB97M-V/def2-TZVPD",
  "symbols": ["C", "N", "O", "P", "P", "P", "P", "Cl", "H", "H", "H", "H", "H", "H"],
  "xyz": [[2.9810, 0.2132, -0.3290], [1.8235, 0.3438, 0.3222], [1.0312, 1.3374, -0.3054], [-3.0688, -1.9143, -0.1062], [-0.3384, 1.6884, 0.6197], [-1.1606, -0.9359, 0.0626], [-0.9458, 0.1576, 1.9420], [4.1988, -0.8057, 0.3026], [3.2885, 0.7170, -1.1520], [-2.7982, -2.7296, -1.1582], [-3.6136, -1.0381, -0.9643], [-1.0823, 2.0584, -0.4310], [0.0087, 3.1353, 0.7868], [-0.3240, -2.2275, 0.4104]],
  "homo_ev": -7.95,
  "e_above_lowest_kj_mol": 169.75,
  "gap_ev": 8.341
}

---

{
  "formula": "CH6N2",
  "method": "ωB97M-V/def2-TZVPD",
  "symbols": ["C", "N", "N", "H", "H", "H", "H", "H", "H"],
  "xyz": [[-0.7984, -0.4922, -0.3916], [0.9083, -0.3460, 1.1495], [-0.1787, 0.1987, 0.6820], [-1.1995, 0.2346, -1.0955], [-0.1254, -1.1885, -0.9135], [-1.6472, -1.0563, 0.0129], [1.3804, 0.1780, 1.8696], [1.4401, -1.0317, 0.6081], [0.4519, 2.4811, -0.4982]],
  "homo_ev": [-7.06, -9.62],
  "e_above_lowest_kj_mol": 458.95,
  "gap_ev": [7.274, 10.849]
}

---

{
  "formula": "CH6N2O",
  "method": "ωB97M-V/def2-TZVPD",
  "symbols": ["C", "N", "N", "O", "H", "H", "H", "H", "H", "H"],
  "xyz": [[1.4228, 0.1542, -0.1776], [-1.7918, 0.0617, 1.0414], [-0.1630, -0.2933, -0.6247], [-1.1895, 0.6445, -0.1815], [2.0111, -0.0653, -1.1284], [1.6007, 1.2654, 0.0122], [1.6419, -0.5510, 0.5513], [-1.0742, -0.4340, 1.5671], [-2.4634, -0.5427, 0.5214], [0.0055, -0.2395, -1.5810]],
  "smiles": "CNON",
  "homo_ev": -9.44,
  "e_above_lowest_kj_mol": 498.76,
  "gap_ev": 10.533
}